(1)
C14H11BrNO7Ru | ωB97M-V/def2-TZVPD

The geometry in XYZ format:
```
35
Properties=species:S:1:pos:R:3
Ru 0.5349 -0.1785 -0.3367
O -2.6701 2.0548 0.1390
C -1.6831 1.4404 0.4405
O -0.6315 1.3543 -0.3781
C -1.5089 0.8062 1.8172
C -0.0898 1.0210 2.3540
C -0.0248 0.7508 3.8529
C -0.1329 -0.7950 3.9039
C -0.2521 -1.1465 2.4260
O 0.6118 -0.1399 1.8087
C -1.6309 -0.7568 1.8831
C -1.9265 -1.4454 0.5536
O -3.0102 -1.9047 0.2993
O -0.8892 -1.5432 -0.2612
H -2.2548 1.2656 2.4616
H 0.4129 1.9182 2.0052
H -0.8313 1.2566 4.3807
H 0.9222 1.0955 4.2626
H -0.9974 -1.1477 4.4635
H 0.7604 -1.2411 4.3363
H 0.1037 -2.1296 2.1331
H -2.4224 -1.0399 2.5734
Br -2.0893 -0.2944 -2.8304
C -0.2924 -0.1547 -3.3248
C 0.0123 -0.0869 -4.6812
C 1.3281 0.0423 -5.0715
C 2.3176 0.1231 -4.1013
C 1.9422 0.0539 -2.7820
N 0.6591 -0.1080 -2.3928
C 2.9704 0.2021 -1.6768
O 4.1339 0.3404 -1.9497
O 2.4764 0.1749 -0.4563
H -0.7923 -0.1330 -5.3990
H 1.5789 0.0951 -6.1224
H 3.3653 0.2500 -4.3305
```

HOMO (alpha / beta)   -0.344 / -0.341 Eh
LUMO (alpha / beta)   -0.9788 / -0.9618 eV
Spin multiplicity   2
E   -103144.3531 eV
Maximum force   0.39 eV/A
Energy relative to the best compared isomer or geometry (same formula, charge and spin)   6.1 kJ/mol

Now the Mulliken charges, all in e: Ru 1.012; O -0.622; C -0.020; O -0.600; C -0.076; C 0.145; C -0.965; C -0.974; C 0.101; O -0.449; C -0.017; C -0.028; O -0.644; O -0.651; H 0.596; H 0.616; H 0.383; H 0.352; H 0.378; H 0.352; H 0.615; H 0.621; Br -0.008; C 0.374; C -0.687; C -0.260; C -0.665; C 0.628; N 0.038; C 0.467; O -0.629; O -0.719; H 0.408; H 0.423; H 0.505

=====

(2)
C21H40CdO17P3 | ωB97M-V/def2-TZVPD

The geometry in XYZ format:
```
82
Properties=species:S:1:pos:R:3
Cd -0.7081 -1.2943 2.7055
O 0.1595 0.2151 0.4007
H 0.9528 0.7439 0.1873
C -5.0920 4.2396 -3.9222
C -4.0999 3.2279 -3.9090
C -3.4063 2.8820 -2.7636
C -3.7579 3.5149 -1.5628
C -4.7676 4.5005 -1.5532
C -5.4450 4.8877 -2.7106
O -6.5739 5.7174 -2.6812
O -2.3080 2.0008 -2.8351
H -5.7594 4.2800 -4.7703
H -3.6676 2.7839 -4.7935
H -3.2604 3.3695 -0.6152
H -4.7864 5.0652 -0.6327
H -6.7586 5.8662 -1.7509
H -2.0444 1.6425 -1.9844
C 1.6168 5.3446 -3.4155
C 1.4241 6.7374 -3.4839
C 2.1488 7.5808 -2.6068
C 3.3240 7.0356 -1.9959
C 3.4476 5.6232 -1.9775
C 2.5102 4.7443 -2.5826
O 2.5989 3.3558 -2.4340
O 1.9846 8.9076 -2.8581
H 0.9580 4.8481 -4.1125
H 0.7075 7.0602 -4.2246
H 4.0814 7.6114 -1.4848
H 4.2030 5.2117 -1.3245
H 1.7058 3.0039 -2.4264
H 1.4580 9.2737 -3.5725
C 4.9291 -0.3892 4.2618
O 4.0925 -0.2073 5.3587
P 2.8996 0.8649 5.2366
O 1.6122 0.3642 4.6084
O 3.5314 2.2205 4.4675
C 2.6656 3.0695 3.7714
O 2.6079 1.4618 6.7740
C 1.4691 2.1582 7.0699
H 5.9700 -0.5817 4.5219
H 5.0646 0.4502 3.5797
H 4.5461 -1.1913 3.6310
H 1.6608 2.6603 3.6670
H 2.9958 3.2706 2.7523
H 2.5610 4.0516 4.2327
H 1.3201 2.2537 8.1454
H 0.5254 1.8166 6.6445
H 1.6180 3.1965 6.7735
C -2.2745 -3.7221 -2.3155
O -3.4949 -4.1837 -1.8840
P -3.8799 -4.0067 -0.2223
O -2.9395 -3.1784 0.5698
O -5.4027 -3.4116 -0.2499
C -5.7967 -2.1617 -0.8203
O -4.1888 -5.5306 0.2496
C -5.2724 -6.3397 -0.0739
H -1.7725 -4.5501 -2.8159
H -1.5728 -3.2649 -1.6179
H -2.5666 -2.9392 -3.0154
H -4.9497 -1.5759 -1.1773
H -6.2514 -1.6042 -0.0014
H -6.5988 -2.1465 -1.5582
H -5.7573 -6.6845 0.8394
H -4.9125 -7.2006 -0.6374
H -6.0446 -5.7960 -0.6181
C 1.3762 -6.7086 -0.4872
O 2.1556 -5.6965 -0.9776
P 2.9187 -4.8618 0.1322
O 2.0724 -4.0036 1.0410
O 4.0677 -3.9244 -0.6151
C 4.7373 -4.5444 -1.6468
O 3.8194 -5.8140 1.0068
C 3.3620 -6.4351 2.2596
H 2.1671 -7.4240 -0.2620
H 0.7283 -7.1118 -1.2654
H 0.8223 -6.5884 0.4438
H 4.3089 -4.1202 -2.5548
H 4.5035 -5.6074 -1.5872
H 5.8260 -4.4931 -1.6578
H 2.3008 -6.3321 2.4862
H 3.9872 -5.9931 3.0355
H 3.6073 -7.4950 2.1922
```

HOMO   -0.351 Eh
Net charge   +1
LUMO   -7.8404 eV
Spin multiplicity   1
E   -89655.3700 eV
Maximum force   5.57 eV/A
Energy relative to the best compared isomer or geometry (same formula, charge and spin)   651.4 kJ/mol

Now the Mulliken charges, all in e: Cd 1.316; O -0.565; H 0.275; C -0.483; C -0.449; C 0.531; C -0.438; C -0.549; C 0.550; O -0.509; O -0.513; H 0.360; H 0.364; H 0.314; H 0.297; H 0.293; H 0.227; C -0.236; C -0.475; C 0.483; C -0.497; C -0.351; C 0.185; O -0.551; O -0.543; H 0.349; H 0.280; H 0.404; H 0.341; H 0.294; H 0.322; C -0.673; O -0.340; P 0.985; O -0.529; O -0.322; C -0.669; O -0.370; C -0.646; H 0.284; H 0.312; H 0.284; H 0.292; H 0.299; H 0.254; H 0.275; H 0.268; H 0.280; C -0.675; O -0.315; P 1.039; O -0.530; O -0.374; C -0.628; O -0.381; C -0.597; H 0.233; H 0.340; H 0.267; H 0.263; H 0.274; H 0.280; H 0.260; H 0.251; H 0.296; C -0.764; O -0.275; P 1.016; O -0.669; O -0.351; C -0.635; O -0.291; C -0.667; H 0.360; H 0.276; H 0.316; H 0.261; H 0.292; H 0.259; H 0.287; H 0.272; H 0.300

=====

(3)
C4H7NO | ωB97M-V/def2-TZVPD

The geometry in XYZ format:
```
13
Properties=species:S:1:pos:R:3
C -1.5576 -0.4053 0.3547
C -0.1650 -0.2270 -0.1737
C 0.6870 1.0354 -0.1418
C 1.7608 0.0467 0.3874
O 2.9161 0.1825 0.7070
N 0.9158 -1.0615 0.3793
H -1.8496 -1.4581 0.3207
H -1.5381 -0.0940 1.4022
H -2.2800 0.2040 -0.1934
H -0.3742 -0.4738 -1.4776
H 0.8847 1.5223 -1.0993
H 0.3172 1.7728 0.5769
H 0.2828 -1.0441 -1.0422
```

HOMO   -0.337 Eh
LUMO   0.1998 eV
Spin multiplicity   1
E   -7794.5469 eV
Maximum force   0.60 eV/A
Energy relative to the best compared isomer or geometry (same formula, charge and spin)   491.8 kJ/mol

Now the Mulliken charges, all in e: C -1.355; C 1.185; C -0.548; C 0.446; O -0.593; N -0.864; H 0.353; H 0.331; H 0.338; H 0.114; H 0.270; H 0.250; H 0.075

=====

(4)
C7H14 | ωB97M-V/def2-TZVPD

The geometry in XYZ format:
```
21
Properties=species:S:1:pos:R:3
C -0.7836 -1.4931 1.5506
C -0.0451 -0.6574 0.7946
C 0.7180 0.5189 1.3958
C -0.0671 1.3728 2.4719
C -0.5019 -0.3295 -0.6681
C 0.4598 -0.7362 -1.7680
C 0.1453 0.0113 -3.0754
H -0.8388 -2.5724 1.4477
H -1.0636 -0.9583 2.4671
H 1.8165 0.4839 1.5171
H 0.6021 1.2480 0.5907
H -1.1690 1.4550 2.3636
H 0.5510 2.2882 2.5375
H 0.0166 0.8898 3.4476
H -1.5182 -0.7096 -0.8573
H -0.5921 0.7624 -0.7607
H 1.4002 -0.3885 -1.3216
H 0.6446 -1.7976 -1.9544
H 1.0195 -0.1817 -3.7389
H -0.8245 -0.3015 -3.4991
H 0.0303 1.0956 -2.9408
```

HOMO   -0.301 Eh
LUMO   0.8821 eV
Spin multiplicity   1
E   -7483.0038 eV
Maximum force   3.34 eV/A
Energy relative to the best compared isomer or geometry (same formula, charge and spin)   317.5 kJ/mol

Now the Mulliken charges, all in e: C -0.759; C 0.177; C -0.454; C -1.310; C -0.794; C -0.248; C -1.181; H 0.286; H 0.246; H 0.399; H 0.212; H 0.315; H 0.379; H 0.359; H 0.494; H 0.303; H 0.266; H 0.334; H 0.337; H 0.300; H 0.337

=====

- Among the records above, which one has the highest spin multiplicity?
  C14H11BrNO7Ru

=====

- Look up the spin multiplicity of the fourth one.
  1